1.
The following is a DFT calculation (ωB97M-V/def2-TZVPD) of a 6-piece molecular cluster, C14H36O8S5 overall.

## Properties
Electronic energy (eV): -85643.0492
LUMO level (spin up / spin down) (eV): -3.43 / -7.57
Highest occupied orbital energy (spin up / spin down) (eV): -10.60 / -10.60
Expectation value of S²: 0.7580

```
! RIJCOSX wB97M-V def2-TZVPD def2/J DEFGRID3
* xyz 1 2
C -10.482 -9.219 -9.181
C -9.692 -7.993 -9.351
C -9.519 -7.432 -10.719
O -9.695 -6.034 -10.569
C -10.305 -5.813 -9.373
O -10.595 -4.660 -8.874
O -10.514 -6.970 -8.751
H -10.355 -9.719 -8.221
H -10.174 -9.922 -9.955
H -11.525 -9.134 -9.487
H -8.822 -7.917 -8.699
H -10.292 -7.849 -11.365
H -8.550 -7.585 -11.194
C -13.997 -17.712 -13.135
S -12.197 -17.622 -13.267
O -12.055 -17.811 -14.764
C -11.928 -15.819 -12.945
H -14.084 -18.680 -13.629
H -14.774 -17.137 -13.638
H -14.254 -17.765 -12.077
H -11.166 -15.357 -13.572
H -11.820 -15.446 -11.926
H -12.827 -15.351 -13.346
C -3.858 -13.059 -12.962
S -5.617 -13.537 -13.282
O -6.117 -12.491 -14.320
C -5.259 -15.030 -14.365
H -3.258 -13.789 -12.418
H -4.037 -12.207 -12.306
H -3.484 -12.739 -13.935
H -6.041 -15.288 -15.078
H -4.967 -15.850 -13.708
H -4.380 -14.973 -15.008
C -6.380 -8.984 -15.714
S -6.998 -9.175 -17.402
O -5.787 -9.284 -18.402
C -8.006 -10.684 -17.482
H -5.402 -8.503 -15.734
H -6.067 -9.987 -15.427
H -7.065 -8.393 -15.106
H -7.590 -11.351 -16.728
H -7.742 -11.156 -18.428
H -9.096 -10.659 -17.483
C -12.634 -7.899 -18.608
S -12.646 -9.297 -17.366
O -11.136 -9.499 -17.139
C -13.309 -8.325 -15.983
H -12.313 -7.017 -18.055
H -13.625 -7.751 -19.037
H -11.900 -8.083 -19.394
H -13.708 -9.165 -15.415
H -14.097 -7.575 -16.046
H -12.490 -7.817 -15.473
C -9.458 -12.614 -13.391
S -10.299 -11.210 -12.507
O -11.371 -11.693 -11.645
C -11.104 -10.547 -13.990
H -8.715 -13.174 -12.823
H -8.870 -12.148 -14.181
H -10.332 -13.228 -13.605
H -10.316 -10.299 -14.700
H -11.756 -9.711 -13.738
H -11.737 -11.318 -14.430
*
```

2.
The following is a DFT calculation (ωB97M-V/def2-TZVPD) of one molecule with the formula C5H5N3O6S.

## Properties
Electronic energy (eV): -32844.3299
LUMO level (spin up / spin down) (eV): -3.53 / -3.53
Highest occupied orbital energy (spin up / spin down) (eV): -10.01 / -10.00
ΔE to the lowest compared entry with this formula, charge and spin (kcal per mole): 0.0

```
! RIJCOSX wB97M-V def2-TZVPD def2/J DEFGRID3
* xyz 0 1
C -0.450 -0.152 0.014
C 0.386 0.897 -0.099
C 0.016 2.355 -0.098
C -1.907 0.038 -0.031
C -0.074 -1.592 0.154
N 1.825 0.732 -0.234
N -2.524 -0.100 -1.379
N -2.754 -0.314 1.058
O 2.241 -0.324 -0.647
O -2.528 -1.230 -1.791
O -2.216 -0.511 2.129
O 2.513 1.689 0.043
O -2.909 0.886 -1.931
O -3.945 -0.357 0.833
S -1.700 2.727 0.273
H 0.633 2.864 0.647
H 0.258 2.771 -1.082
H -0.344 -2.138 -0.748
H -0.632 -2.022 0.984
H 0.990 -1.723 0.322
*
```

3.
The following is a DFT calculation (ωB97M-V/def2-TZVPD) of a 20-piece molecular cluster, C43H42Cl57F3O5S overall.

## Properties
Electronic energy (eV): -788275.1270
LUMO level (eV): -0.45
Highest occupied orbital energy (eV): -9.06

```
! RIJCOSX wB97M-V def2-TZVPD def2/J DEFGRID3
* xyz 0 1
C 4.353 -1.149 -1.341
C 4.627 -1.958 -2.576
O 5.155 -3.033 -2.539
O 4.248 -1.380 -3.766
C 2.988 -1.895 -4.202
C 2.464 -1.172 -5.449
C 1.381 -0.147 -5.186
C 0.164 -0.306 -5.842
C -0.871 0.601 -5.672
C -0.673 1.667 -4.812
C 0.529 1.851 -4.130
C 1.564 0.936 -4.320
O 2.758 1.120 -3.676
C 0.609 3.033 -3.214
O 1.594 3.722 -3.097
C -0.664 3.313 -2.477
C -0.671 3.758 -1.168
C -1.890 3.978 -0.554
C -3.102 3.766 -1.205
C -4.379 4.070 -0.435
C -4.286 5.219 0.569
C -3.868 6.545 -0.040
F -4.018 6.588 -1.379
F -2.592 6.863 0.235
F -4.614 7.556 0.459
C -3.112 3.285 -2.526
C -4.424 2.987 -3.218
C -4.524 1.652 -3.983
C -3.785 0.499 -3.311
S -3.989 -1.015 -4.327
C -1.873 3.102 -3.143
C -1.749 2.673 -4.572
O -2.427 3.128 -5.464
H 4.498 -1.766 -0.462
H 3.318 -0.794 -1.343
H 4.984 -0.260 -1.321
H 2.257 -1.750 -3.397
H 3.049 -2.964 -4.408
H 2.052 -1.936 -6.107
H 3.276 -0.694 -6.000
H 0.004 -1.153 -6.497
H -1.828 0.504 -6.166
H 2.871 0.459 -2.987
H 0.248 3.905 -0.606
H -1.885 4.321 0.471
H -4.788 3.172 0.029
H -5.130 4.413 -1.148
H -5.294 5.375 0.955
H -3.657 5.006 1.431
H -5.230 2.986 -2.491
H -4.645 3.816 -3.896
H -5.581 1.377 -4.010
H -4.208 1.719 -5.019
H -4.234 0.247 -2.354
H -2.713 0.656 -3.229
H -2.720 -1.423 -4.409
C -3.418 0.315 1.905
Cl -3.641 1.794 2.848
Cl -3.525 0.664 0.180
Cl -1.883 -0.453 2.294
H -4.215 -0.370 2.162
C 3.350 2.171 0.824
Cl 1.899 2.687 -0.044
Cl 3.791 3.347 2.059
Cl 3.112 0.573 1.532
H 4.163 2.109 0.112
C -3.533 -5.363 -4.992
Cl -3.618 -3.725 -5.640
Cl -1.940 -5.692 -4.309
Cl -4.794 -5.606 -3.787
H -3.699 -6.058 -5.804
C 6.340 -0.948 3.950
Cl 5.099 -1.308 5.151
Cl 5.874 -1.561 2.362
Cl 6.662 0.784 3.881
H 7.255 -1.443 4.252
C -7.261 6.301 -3.090
Cl -7.350 5.841 -4.791
Cl -8.589 7.370 -2.654
Cl -7.254 4.861 -2.059
H -6.327 6.835 -2.945
C -5.370 9.228 -5.190
Cl -4.776 8.390 -3.749
Cl -6.941 9.963 -4.888
Cl -4.203 10.431 -5.729
H -5.487 8.492 -5.975
C -0.614 -9.772 -4.762
Cl -0.053 -10.513 -3.261
Cl -2.318 -9.333 -4.637
Cl 0.373 -8.370 -5.171
H -0.511 -10.500 -5.555
C -11.413 9.289 -0.660
Cl -11.568 8.847 -2.365
Cl -12.702 10.389 -0.181
Cl -11.400 7.847 0.354
H -10.468 9.799 -0.532
C -1.025 -12.497 -0.048
Cl -1.312 -13.899 -1.079
Cl -2.493 -12.039 0.814
Cl 0.295 -12.806 1.080
H -0.738 -11.668 -0.681
C 9.949 -0.861 6.477
Cl 8.672 -1.208 7.628
Cl 9.534 -1.506 4.877
Cl 10.268 0.869 6.368
H 10.855 -1.354 6.806
C 1.286 -3.863 -0.108
Cl 1.100 -2.469 0.956
Cl 1.140 -3.368 -1.798
Cl 2.829 -4.663 0.170
H 0.492 -4.565 0.108
C 8.753 -2.372 11.783
Cl 7.208 -2.083 10.979
Cl 9.659 -3.641 10.963
Cl 9.707 -0.893 11.861
H 8.552 -2.701 12.794
C 11.611 2.947 9.198
Cl 11.590 4.534 9.970
Cl 13.255 2.503 8.743
Cl 10.871 1.734 10.243
H 11.019 3.007 8.295
C -8.537 -5.063 -3.710
Cl -8.004 -5.803 -2.196
Cl -10.259 -4.682 -3.649
Cl -7.578 -3.637 -4.084
H -8.383 -5.781 -4.506
C -8.213 -7.823 -7.549
Cl -9.204 -7.002 -6.338
Cl -8.983 -7.765 -9.129
Cl -6.596 -7.118 -7.608
H -8.118 -8.860 -7.256
C 10.266 -4.907 6.293
Cl 9.596 -4.434 7.854
Cl 11.973 -5.331 6.451
Cl 9.351 -6.238 5.587
H 10.192 -4.060 5.624
C 10.677 -6.069 13.949
Cl 10.808 -6.663 12.296
Cl 9.210 -5.104 14.165
Cl 10.706 -7.404 15.098
H 11.528 -5.432 14.149
C -16.128 11.612 -2.769
Cl -16.553 12.024 -1.106
Cl -14.486 10.981 -2.852
Cl -17.283 10.462 -3.443
H -16.174 12.517 -3.360
C 13.790 -1.603 9.915
Cl 12.391 -1.078 8.973
Cl 14.252 -0.374 11.087
Cl 13.454 -3.139 10.714
H 14.617 -1.751 9.234
*
```

Number 1: strongest force on any atom 0.127 hartree/bohr. Number 2: strongest force on any atom 0.089 hartree/bohr. Number 3: strongest force on any atom 0.019 hartree/bohr.